(1)
Molecular formula: C13H15N
Method: DFT, ωB97M-V with the def2-TZVPD basis set

Last column: Löwdin charge in e.
Atoms and positions in Å:
C -2.54 -1.74 1.31  -0.18
C 2.83 -1.92 0.01  -0.07
C 3.05 -0.68 -0.59  -0.09
C 1.65 -2.61 -0.33  -0.05
C 2.13 -0.18 -1.54  -0.06
C 0.78 -2.14 -1.34  -0.05
C 0.97 -0.90 -1.92  -0.27
C -1.03 -0.21 2.74  0.14
C -1.74 -0.71 1.73  -0.17
C -1.47 0.72 1.63  -0.48
C -0.04 -0.27 -2.92  -0.02
C -0.42 1.32 0.70  -0.02
C -2.58 1.64 1.83  -0.07
N -3.12 -2.52 0.73  0.17
H 3.48 -2.32 0.70  0.07
H 3.84 -0.03 -0.31  0.09
H 1.54 -3.57 -0.05  0.06
H 2.26 0.87 -1.85  0.12
H -0.47 -0.51 3.68  0.14
H 0.07 -2.80 -1.70  0.09
H -0.15 -1.19 -3.42  0.05
H -0.95 0.15 -2.70  0.04
H 0.57 0.30 -3.64  0.09
H 0.62 0.87 0.71  0.10
H -0.30 2.39 0.82  0.07
H -0.67 1.22 -0.31  0.04
H -3.26 1.56 2.69  0.10
H -3.30 1.76 0.98  0.11
H -2.24 2.65 1.95  0.07

Results
* ΔE to the lowest compared entry with this formula, charge and spin: 5.0095 eV
* net charge: 0
* molecular weight: 185.27 g/mol
* total energy: -15209.9200 eV
* E_HOMO: -9.135 eV
* LUMO energy: 0.359 eV
* orbital gap: 9.49 eV
* SMILES: CC1(C)C=C1C#N.Cc1ccccc1

=====

(2)
Molecular formula: C13H15N2
Method: DFT, ωB97M-V with the def2-TZVPD basis set

Last column: Löwdin charge in e.
Atoms and positions in Å:
C -3.76 0.71 0.57  -0.08
C -3.69 -0.13 -0.51  -0.08
C -2.65 1.31 1.15  -0.05
C -2.45 -0.45 -1.00  -0.05
C -1.38 0.97 0.65  -0.03
C 1.46 1.70 -1.25  0.01
C 2.47 2.31 -0.56  -0.01
C -1.31 0.09 -0.45  -0.19
C 1.94 0.47 0.44  -0.24
C 1.57 -0.73 1.27  -0.04
C 0.13 -0.28 -0.83  -0.06
C 0.79 -1.68 0.35  -0.17
C 1.59 -2.68 -0.40  -0.07
N 1.25 0.53 -0.65  -0.04
N 2.79 1.48 0.46  0.17
H -4.73 0.91 0.91  0.10
H -4.60 -0.56 -0.90  0.12
H -2.77 2.07 1.95  0.13
H -2.40 -1.41 -1.70  0.17
H -0.42 1.31 1.09  0.11
H 0.97 1.97 -2.26  0.19
H 3.01 3.24 -0.64  0.14
H 2.50 -1.16 1.80  0.16
H 0.87 -0.30 2.08  0.15
H 0.18 -0.53 -1.82  0.12
H -0.05 -2.09 0.70  0.09
H 0.84 -3.29 -0.83  0.07
H 2.19 -3.21 0.43  0.13
H 2.23 -2.36 -1.22  0.09
H 3.43 1.79 1.18  0.19

Results
* ΔE to the lowest compared entry with this formula, charge and spin: 2.7624 eV
* net charge: +1
* molecular weight: 199.28 g/mol
* total energy: -16696.4139 eV
* E_HOMO: -12.174 eV
* LUMO energy: -2.636 eV
* orbital gap: 9.54 eV

=====

(3)
Molecular formula: C13H15N3O3
Method: DFT, ωB97M-V with the def2-TZVPD basis set

Last column: Löwdin charge in e.
Atoms and positions in Å:
C 2.03 1.45 -1.94  -0.08
C 2.21 1.16 -0.50  -0.26
H 2.93 0.29 -0.21  0.19
H 2.68 2.16 -0.06  0.19
C 1.05 0.95 0.09  -0.47
C 1.35 0.77 1.68  -0.52
O 1.67 -0.21 2.06  0.22
N 1.47 1.70 2.58  0.25
C 0.89 2.98 2.39  -0.62
O 0.80 3.85 3.13  0.18
N 0.19 3.08 1.35  0.21
C 0.20 2.17 0.25  -0.08
O -0.59 2.38 -1.00  -0.10
H -0.39 3.94 1.09  0.22
H 1.85 1.56 3.47  0.16
C 0.18 -0.16 -0.27  -0.12
H 0.89 -1.05 -0.44  0.17
H -0.08 0.02 -1.34  0.14
C -0.98 -0.84 0.53  -0.12
C -1.73 -1.82 -0.09  -0.35
C -1.21 -3.17 0.18  0.00
C -1.99 -4.11 -0.31  -0.23
N -2.82 -4.09 -1.34  0.05
C -3.21 -2.73 -1.70  -0.06
C -2.33 -1.87 -1.12  -0.19
H -2.87 -0.79 -1.55  0.19
H -3.83 -2.67 -2.79  0.17
H -1.67 -5.36 -0.10  0.17
H -0.67 -3.23 1.01  0.08
H -1.78 0.17 0.47  0.20
H -0.67 -1.02 1.59  0.14
H 2.05 0.49 -2.47  0.09
H 1.30 2.11 -2.16  0.03
H 3.08 1.91 -2.46  0.15

Results
* ΔE to the lowest compared entry with this formula, charge and spin: 13.0093 eV
* net charge: 0
* molecular weight: 261.28 g/mol
* total energy: -24325.8291 eV
* E_HOMO: -9.178 eV
* LUMO energy: -0.438 eV
* orbital gap: 8.74 eV
* SMILES: CCC1(CCc2ccncc2)C(=O)NC(=O)NC1=O

=====

(4)
Molecular formula: C13H15O3
Method: DFT, ωB97M-V with the def2-TZVPD basis set

Last column: Löwdin charge in e.
Atoms and positions in Å:
C 1.23 -3.38 -1.96  -0.12
C 0.47 -2.39 -2.62  -0.10
C -0.30 -1.49 -1.87  -0.05
C -0.27 -1.52 -0.47  -0.14
C -0.90 -0.40 0.41  -0.44
O -1.27 -0.79 1.58  -0.16
C 0.41 -2.57 0.18  -0.04
C 1.17 -3.47 -0.57  -0.11
H 1.85 -4.05 -2.54  0.08
H 0.48 -2.32 -3.71  0.09
H -0.94 -0.75 -2.37  0.11
H -1.51 0.29 -0.23  0.11
H 0.32 -2.66 1.26  0.11
H 1.72 -4.26 -0.04  0.09
C 1.34 0.90 1.36  -0.06
C 0.02 1.10 0.65  -0.25
C 0.34 1.59 -0.81  -0.41
C -0.65 2.42 -1.61  -0.02
O 1.35 1.17 -1.34  0.04
C -1.02 1.95 1.48  -0.37
C -1.03 1.95 3.00  -0.03
O -1.98 2.43 0.91  0.02
H 1.17 0.91 2.44  0.05
H 1.76 -0.07 1.05  0.08
H 2.08 1.69 1.11  0.08
H -1.49 2.75 -1.00  0.05
H -0.10 3.28 -2.01  0.08
H -1.01 1.82 -2.47  0.08
H -0.08 1.74 3.54  0.07
H -1.40 2.94 3.30  0.07
H -1.77 1.21 3.32  0.09

Results
* ΔE to the lowest compared entry with this formula, charge and spin: 1.0801 eV
* net charge: -1
* molecular weight: 219.26 g/mol
* total energy: -19866.3930 eV
* E_HOMO: -3.396 eV
* LUMO energy: 3.569 eV
* orbital gap: 6.97 eV
* SMILES: CC(=O)C(C)(C(C)=O)[C@H]([O-])c1ccccc1

=====

(5)
Molecular formula: C13H16AgN3O6S3
Method: DFT, ωB97M-V with the def2-TZVPD basis set

Last column: Löwdin charge in e.
Atoms and positions in Å:
Ag 1.42 -1.46 0.12  0.58
O -0.32 0.51 1.42  -0.36
S 0.76 0.71 2.37  0.44
O 0.33 0.78 3.76  -0.36
O 1.88 -0.22 2.16  -0.40
C 1.45 2.35 2.04  -0.21
C 1.71 3.11 3.18  -0.08
C 2.25 4.38 3.11  -0.11
C 2.54 4.92 1.87  -0.11
C 2.29 4.18 0.72  -0.08
C 1.75 2.90 0.78  -0.20
S 1.47 2.16 -0.86  0.43
O 2.39 2.88 -1.73  -0.37
O 0.07 2.43 -1.13  -0.34
O 1.81 0.75 -0.75  -0.40
H 1.46 2.67 4.14  0.10
H 2.44 4.94 4.02  0.09
H 2.96 5.91 1.78  0.09
H 2.53 4.58 -0.25  0.10
C -0.90 -2.72 -1.95  -0.20
C -2.32 -2.80 -2.55  -0.17
N -3.22 -1.85 -1.89  -0.17
C -3.24 -2.14 -0.45  -0.17
C -1.81 -2.03 0.15  -0.16
N -0.86 -1.69 -0.91  -0.21
C -1.23 -0.40 -1.51  -0.16
C -2.67 -0.49 -2.08  -0.15
H -0.15 -2.47 -2.71  0.11
H -0.60 -3.67 -1.50  0.06
H -2.75 -3.80 -2.43  0.10
H -2.32 -2.58 -3.62  0.10
H -3.66 -3.14 -0.32  0.10
H -3.92 -1.43 0.02  0.11
H -1.49 -2.98 0.59  0.11
H -1.74 -1.26 0.91  0.10
H -0.50 -0.16 -2.28  0.11
H -1.14 0.37 -0.75  0.08
H -2.70 -0.26 -3.15  0.11
H -3.34 0.21 -1.57  0.11
S 1.97 -3.87 -0.40  0.41
C 3.25 -4.43 0.51  -0.99
N 4.13 -4.89 1.12  -0.03

Results
* ΔE to the lowest compared entry with this formula, charge and spin: 0.0257 eV
* net charge: -2
* molecular weight: 514.36 g/mol
* total energy: -67003.6944 eV
* E_HOMO: -2.403 eV
* LUMO energy: 4.734 eV
* orbital gap: 7.14 eV

=====

(6)
Molecular formula: C13H16AlBeBrClF6KN2NaO7S
Method: DFT, ωB97M-V with the def2-TZVPD basis set

Last column: Löwdin charge in e.
Atoms and positions in Å:
N 1.92 3.68 2.60  -0.26
C 1.70 2.57 2.20  -0.22
C 1.65 1.23 1.36  -0.19
C 3.06 1.11 0.60  -0.09
C 3.85 -0.20 0.97  -0.12
C 3.94 -1.32 -0.12  -0.22
O 3.54 -0.93 -1.47  -0.19
C 0.41 1.34 0.41  -0.28
C 0.56 2.47 -0.62  -0.22
N 0.83 3.18 -1.45  0.22
C 0.03 0.04 -0.39  -0.05
C 0.33 -1.31 0.33  -0.24
O 0.28 -2.34 -0.67  0.00
C -0.72 -1.73 1.40  -0.57
F -0.24 -2.86 1.99  0.13
F -1.88 -2.12 0.83  0.06
F -0.90 -0.82 2.41  -0.05
H 1.50 0.42 2.10  0.14
H 2.95 1.32 -0.49  0.12
H 3.66 1.96 1.01  0.13
H 4.88 0.00 1.34  0.13
H 3.32 -0.65 1.85  0.12
H 3.35 -2.22 0.19  0.13
H 5.00 -1.68 -0.20  0.13
H 3.26 -1.77 -1.89  -0.04
H -0.47 1.65 1.03  0.05
H 0.45 0.09 -1.42  0.14
H -1.08 0.07 -0.53  0.15
H 1.34 -1.39 0.80  0.13
H 0.76 -1.98 -1.44  0.09
Be -2.85 -1.47 3.34  0.48
C -0.54 6.70 -0.66  0.07
C -1.27 7.94 -1.27  -0.59
O -2.50 7.86 -1.23  0.22
O -0.51 8.81 -1.68  0.23
H -1.25 5.96 -0.31  0.07
H 0.09 6.24 -1.42  0.10
H 0.08 7.02 0.18  0.10
Br 1.85 4.66 4.56  0.43
K 4.57 -2.66 -3.03  1.10
C -4.24 -4.29 -0.66  -0.61
F -5.35 -3.56 -0.36  0.13
F -3.44 -3.47 -1.37  0.13
F -3.61 -4.50 0.49  0.17
S -4.64 -5.87 -1.56  0.56
O -5.31 -5.46 -2.78  -0.31
O -5.47 -6.60 -0.67  -0.21
O -3.32 -6.51 -1.81  -0.41
Cl -3.08 -8.74 -2.17  0.62
Na -6.40 -3.63 -2.57  0.79
Al -0.10 3.77 2.26  0.78

Results
* net charge: +3
* molecular weight: 671.77 g/mol
* total energy: -168457.1284 eV
* E_HOMO: -13.614 eV
* LUMO energy: -11.951 eV
* orbital gap: 1.66 eV